[1]
DFT (ωB97M-V with the def2-TZVPD basis set) results for 6 unconnected molecules or ions with the total composition C28H60BCl10NO3PS.

Last column: Löwdin charge in e.
Element x y z (Å)
C -6.079 2.160 2.263  -0.123
O -5.847 2.872 1.094  -0.187
C -4.472 2.965 0.743  -0.245
C -4.378 3.298 -0.693  -0.189
C -2.966 3.511 -1.203  -0.183
C -1.894 2.648 -0.571  -0.213
C -0.624 2.573 -1.402  -0.176
C 0.150 1.258 -1.359  -0.194
C 1.611 1.446 -1.028  -0.181
C 2.017 0.953 0.363  -0.198
C 0.909 1.039 1.373  -0.184
C 0.491 -0.330 1.902  -0.166
C 0.396 -1.439 0.866  -0.158
C -0.950 -1.636 0.167  -0.195
C -1.659 -2.897 0.597  -0.311
C -2.466 -2.629 1.849  -0.141
C -3.302 -3.814 2.235  -0.156
C -4.242 -4.097 1.132  -0.122
N -3.423 -4.550 -0.029  0.087
C -2.506 -3.447 -0.559  -0.376
P -3.474 -2.139 -1.459  0.455
S -2.664 -1.528 -3.105  0.310
B -1.521 -4.106 -1.683  -0.831
O -0.218 -4.003 -1.496  0.232
O -1.957 -4.767 -2.750  0.210
H -5.879 1.104 2.119  0.076
H -5.470 2.522 3.076  0.088
H -7.109 2.265 2.524  0.082
H -4.006 2.024 0.972  0.100
H -4.000 3.715 1.352  0.134
H -4.961 4.182 -0.829  0.035
H -4.858 2.532 -1.278  0.120
H -2.931 3.340 -2.261  0.106
H -2.717 4.537 -1.047  0.116
H -2.271 1.677 -0.310  0.090
H -1.615 3.130 0.344  0.108
H -0.840 2.807 -2.421  0.104
H 0.006 3.362 -1.058  0.106
H -0.314 0.620 -0.648  0.054
H 0.046 0.795 -2.308  0.100
H 2.205 0.903 -1.735  0.097
H 1.887 2.471 -1.147  0.075
H 2.411 -0.035 0.309  0.091
H 2.833 1.554 0.693  0.045
H 1.247 1.605 2.213  0.092
H 0.052 1.567 0.997  0.089
H -0.425 -0.266 2.451  0.101
H 1.230 -0.638 2.613  0.106
H 0.619 -2.359 1.369  0.110
H 1.141 -1.339 0.109  0.101
H -0.773 -1.635 -0.882  0.073
H -1.574 -0.796 0.391  0.095
H -0.939 -3.656 0.817  0.139
H -1.742 -2.437 2.608  0.128
H -3.062 -1.744 1.734  0.121
H -2.632 -4.641 2.394  0.132
H -3.853 -3.624 3.128  0.130
H -4.715 -3.182 0.846  0.120
H -4.958 -4.836 1.419  0.139
H -4.028 -4.931 -0.754  0.169
H -2.839 -5.323 0.292  0.188
H -4.728 -2.735 -1.655  0.000
H -3.632 -1.117 -0.538  -0.004
H 0.276 -4.806 -1.730  0.147
H -2.914 -4.898 -2.815  0.116
Cl -6.704 5.787 -1.666  0.581
C -7.770 5.506 -0.263  -0.656
C -8.837 6.559 -0.146  -0.668
Cl -8.164 8.149 0.293  0.543
H -7.147 5.470 0.625  0.064
H -8.227 4.529 -0.403  0.075
H -9.537 6.280 0.639  0.073
H -9.384 6.674 -1.078  0.067
Cl 4.738 0.474 3.804  0.533
C 5.814 1.782 3.230  -0.659
C 5.183 3.144 3.378  -0.645
Cl 3.791 3.499 2.316  0.575
H 6.119 1.514 2.223  -0.012
H 6.701 1.759 3.859  0.076
H 5.925 3.911 3.168  0.074
H 4.831 3.275 4.397  0.065
Cl 4.769 -4.314 -1.831  0.535
C 4.076 -5.540 -2.925  -0.670
C 4.113 -5.099 -4.363  -0.662
Cl 2.999 -3.740 -4.669  0.535
H 3.058 -5.738 -2.600  0.053
H 4.665 -6.446 -2.803  0.075
H 3.800 -5.920 -5.004  0.073
H 5.110 -4.786 -4.655  0.069
Cl 4.661 3.375 -2.066  0.564
C 5.930 2.266 -2.649  -0.649
C 6.210 1.170 -1.660  -0.661
Cl 6.991 1.789 -0.179  0.582
H 6.818 2.854 -2.858  0.069
H 5.572 1.828 -3.579  0.076
H 6.888 0.439 -2.093  0.067
H 5.302 0.664 -1.362  0.051
Cl 7.943 -3.783 2.623  0.540
C 8.847 -2.558 1.694  -0.659
C 8.015 -1.339 1.406  -0.664
Cl 6.694 -1.687 0.261  0.544
H 9.195 -3.025 0.778  0.068
H 9.710 -2.274 2.293  0.075
H 8.633 -0.567 0.951  0.059
H 7.568 -0.939 2.312  0.058

Its largest force on an atom is 0.0409 Eh/bohr. The value obtained for the LUMO energy is -3.4 eV. The value obtained for the highest occupied orbital energy is -11.6 eV. Its charge is +1. For the calculated total energy, the calculation gives -6749.48847 Eh.


[2]
DFT (ωB97M-V with the def2-TZVPD basis set) results for 14 unconnected molecules or ions with the total composition C14H20BCl39OP.

Last column: Löwdin charge in e.
Element x y z (Å)
C 5.742 -1.012 2.702  -0.135
B 4.267 -0.251 2.774  -0.555
O 4.090 1.218 2.988  -0.163
P 2.616 -1.265 2.531  1.050
H 5.920 -1.244 1.545  0.095
H 5.774 -1.998 3.336  0.049
H 6.611 -0.247 2.989  0.074
H 3.717 1.529 2.089  0.090
H 1.745 -1.123 3.675  0.026
H 2.963 -2.642 2.224  -0.018
H 2.025 -0.735 1.294  0.014
C 2.364 -2.914 -1.510  -1.527
Cl 1.913 -4.383 -0.629  0.508
Cl 3.923 -2.299 -0.935  0.487
Cl 2.423 -3.226 -3.253  0.542
H 1.603 -2.152 -1.322  -0.018
C 5.707 -6.012 0.828  -1.529
Cl 4.655 -6.888 -0.296  0.536
Cl 5.053 -4.400 1.166  0.465
Cl 5.912 -6.928 2.331  0.536
H 6.688 -5.894 0.361  -0.085
C 1.212 3.844 2.415  -1.493
Cl 0.560 4.312 0.835  0.523
Cl 0.259 4.568 3.721  0.560
Cl 1.248 2.080 2.575  0.539
H 2.237 4.217 2.488  0.025
C 0.382 2.536 -2.857  -1.530
Cl 1.032 2.951 -4.452  0.543
Cl -1.376 2.331 -2.935  0.508
Cl 1.152 1.066 -2.234  0.484
H 0.603 3.357 -2.170  -0.004
C -1.985 -3.765 -2.396  -1.520
Cl -0.916 -3.922 -3.800  0.516
Cl -1.863 -5.195 -1.357  0.517
Cl -1.600 -2.297 -1.482  0.503
H -3.015 -3.687 -2.755  0.020
C -3.571 2.988 0.241  -1.498
Cl -3.236 4.221 -0.986  0.498
Cl -4.606 1.714 -0.425  0.499
Cl -2.061 2.301 0.863  0.476
H -4.101 3.463 1.071  0.024
C 8.413 -1.091 5.662  -1.494
Cl 9.753 -0.006 5.251  0.537
Cl 6.883 -0.199 5.708  0.538
Cl 8.319 -2.429 4.505  0.534
H 8.599 -1.507 6.656  0.025
C -6.987 1.852 -3.887  -1.557
Cl -7.439 0.382 -3.006  0.499
Cl -5.428 2.467 -3.312  0.484
Cl -6.929 1.539 -5.630  0.524
H -7.749 2.613 -3.699  -0.082
C 10.141 -5.570 0.241  -1.510
Cl 8.707 -5.360 -0.778  0.564
Cl 9.885 -4.838 1.835  0.512
Cl 10.542 -7.289 0.403  0.540
H 10.982 -5.064 -0.239  0.023
C -9.955 4.230 -5.953  -1.499
Cl -9.786 3.159 -4.551  0.554
Cl -11.401 3.808 -6.886  0.529
Cl -10.020 5.924 -5.438  0.503
H -9.081 4.098 -6.594  0.017
C -8.658 -3.336 -1.755  -1.535
Cl -7.001 -2.706 -1.764  0.483
Cl -9.506 -2.875 -3.240  0.519
Cl -8.652 -5.097 -1.562  0.521
H -9.188 -2.898 -0.905  0.021
C 6.393 4.143 5.614  -1.518
Cl 8.094 3.653 5.704  0.519
Cl 5.455 2.966 4.679  0.543
Cl 5.713 4.330 7.240  0.528
H 6.339 5.109 5.106  0.020
C -12.582 5.237 -2.111  -1.512
Cl -13.034 3.767 -1.231  0.519
Cl -11.023 5.852 -1.537  0.511
Cl -12.524 4.924 -3.855  0.489
H -13.343 5.998 -1.923  0.021

Its largest force on an atom is 0.0955 Eh/bohr. The value obtained for the LUMO energy is -4.4 eV. The value obtained for the highest occupied orbital energy is -11.8 eV. Its charge is +1. For the calculated total energy, the calculation gives -18934.01406 Eh.


[3]
DFT (ωB97M-V with the def2-TZVPD basis set) results for C10H11N3OS in the gas phase.

Last column: Löwdin charge in e.
Element x y z (Å)
C 2.560 -1.737 -0.765  -0.069
C 2.427 -1.508 0.594  -0.073
C 1.832 -0.965 -1.661  -0.058
C 1.572 -0.525 1.059  -0.043
C 0.985 0.023 -1.209  -0.013
C 0.835 0.266 0.164  -0.190
C -1.748 2.216 -0.982  -0.120
C -2.427 -0.947 0.255  -0.980
C -0.448 2.458 -0.192  -0.081
C -0.089 1.282 0.632  -0.232
N -2.380 1.135 -0.860  0.030
N -1.894 0.215 -0.090  -0.048
N -1.660 -1.721 1.091  0.071
O -0.359 1.437 1.943  0.101
S -3.936 -1.449 -0.219  0.540
H 3.225 -2.507 -1.124  0.106
H 2.992 -2.097 1.301  0.109
H 1.925 -1.142 -2.723  0.110
H 1.507 -0.353 2.125  0.114
H 0.408 0.598 -1.915  0.118
H -2.125 2.987 -1.627  0.106
H 0.336 2.711 -0.907  0.123
H -0.630 3.312 0.464  0.130
H -0.654 -1.643 1.009  0.062
H -2.012 -2.659 1.204  0.074
H -0.240 0.612 2.432  0.113

The energy above the lowest of the compared OMol25 structures with the same formula, charge and spin comes out at 76.1 kJ/mol. Its largest force on an atom is 0.0766 Eh/bohr. The value obtained for the LUMO energy is -0.8 eV. The value obtained for the highest occupied orbital energy is -7.4 eV. For the calculated total energy, the calculation gives -1025.27646 Eh.